(a)
A single C4H5NO2 molecule, computed with ωB97M-V/def2-TZVPD.

Structure (XYZ):
```
12
Properties=species:S:1:pos:R:3:lowdin_charge:R:1
O -0.526 2.539 -0.181 0.038
C -0.837 1.472 -0.664 -0.300
C 1.245 -1.079 0.406 -0.088
C 0.518 0.111 0.953 -0.104
N -0.463 0.264 -0.137 -0.043
C -0.640 -0.984 -0.710 -0.148
O 0.385 -1.719 -0.412 0.013
H -1.451 1.367 -1.577 0.141
H 1.942 -1.721 0.921 0.104
H -0.010 -0.065 1.915 0.131
H 1.102 1.031 1.044 0.122
H -1.263 -1.216 -1.559 0.135
```

The calculation puts the frontier orbital gap (alpha / beta) at 8.36 / 7.61 eV. Its molecular weight is 99.09 g mol⁻¹. As for the HOMO energy (alpha / beta): -7.707 / -7.078 eV.

***

(b)
A single C4H5NO2 molecule, computed with ωB97M-V/def2-TZVPD.

Structure (XYZ):
```
12
Properties=species:S:1:pos:R:3:lowdin_charge:R:1
O 2.129 1.040 1.633 0.096
C 2.134 0.231 0.745 -0.159
C 0.914 -0.100 -0.125 -0.398
O 1.102 -0.454 -1.268 0.111
N -0.336 0.089 0.502 -0.014
C -1.404 -0.777 -0.048 -0.105
C -1.359 0.643 -0.404 -0.104
H 3.048 -0.285 0.398 0.127
H -2.103 -1.131 0.707 0.110
H -1.095 -1.495 -0.807 0.112
H -0.996 0.884 -1.398 0.113
H -2.034 1.354 0.065 0.111
```

The calculation puts the frontier orbital gap at 9.72 eV. Its molecular weight is 99.09 g mol⁻¹. As for the HOMO energy: -10.087 eV. The SMILES is O=CC(=O)N1CC1.

***

So which one is most stable? That would be (b), about 30.4 kcal/mol below the next structure.

***

(a)
A single C4H5NO2 molecule, computed with ωB97M-V/def2-TZVPD.

Structure (XYZ):
```
12
Properties=species:S:1:pos:R:3:lowdin_charge:R:1
H -0.140 2.806 0.589 0.088
N -0.760 2.008 0.571 0.215
C -0.421 0.917 0.127 -0.243
C -1.277 -0.291 -0.129 -0.125
O -0.606 -1.469 0.246 -0.074
C 0.760 -1.309 0.285 -0.136
C 1.450 -0.357 -0.385 -0.196
O 0.918 0.795 -0.795 -0.041
H -2.205 -0.217 0.444 0.137
H -1.508 -0.299 -1.203 0.145
H 1.251 -2.197 0.650 0.113
H 2.537 -0.386 -0.400 0.117
```

The calculation puts the frontier orbital gap at 8.75 eV. Its molecular weight is 99.09 g mol⁻¹. As for the HOMO energy: -8.183 eV. The SMILES is [H]/N=C1/COC=CO1.

***

(b)
A single C4H5NO2 molecule, computed with ωB97M-V/def2-TZVPD.

Structure (XYZ):
```
12
Properties=species:S:1:pos:R:3:lowdin_charge:R:1
O 1.753 1.781 0.397 -0.012
C 0.858 0.828 -0.013 -0.335
C 1.152 -0.448 -0.736 -0.013
C -0.059 -1.292 -0.584 -0.063
N -0.936 -0.572 0.188 -0.263
O -2.220 -0.935 0.064 -0.004
C -0.396 0.673 0.609 0.006
H 2.693 1.725 0.013 0.147
H 2.043 -0.480 -1.470 0.111
H -0.293 -2.093 -1.264 0.104
H -2.362 -1.696 0.775 0.185
H -1.116 1.217 1.285 0.138
```

The calculation puts the frontier orbital gap at 8.78 eV. Its molecular weight is 99.09 g mol⁻¹. As for the HOMO energy: -8.109 eV. The SMILES is Oc1ccn(O)c1.

***

(c)
A single C4H5NO2 molecule, computed with ωB97M-V/def2-TZVPD.

Structure (XYZ):
```
12
Properties=species:S:1:pos:R:3:lowdin_charge:R:1
O -1.438 0.727 -1.329 0.084
C -0.363 1.039 -0.895 -0.212
C -0.139 1.072 0.855 -0.492
O -0.113 2.260 1.036 0.142
N -0.167 -0.019 1.504 0.085
C 0.746 -0.741 -0.416 0.097
C -0.172 -1.149 0.658 -0.281
H 0.272 1.816 -1.355 0.130
H 1.782 -0.561 -0.134 0.106
H 0.585 -1.006 -1.447 0.086
H -1.161 -1.404 0.272 0.124
H 0.177 -2.014 1.225 0.132
```

The calculation puts the frontier orbital gap (alpha / beta) at 7.23 / 7.22 eV. Its molecular weight is 99.09 g mol⁻¹. As for the HOMO energy (alpha / beta): -9.269 / -9.268 eV.

***

So which one is most stable? That would be (a), about 26.5 kcal/mol below the next structure.

***

(a)
A 2-piece molecular cluster, C4H8N2 overall, computed with ωB97M-V/def2-TZVPD.

Structure (XYZ):
```
14
Properties=species:S:1:pos:R:3:lowdin_charge:R:1
C 1.837 -0.014 0.443 -0.125
N 0.418 -0.315 0.580 -0.129
C -0.415 0.363 -0.386 -0.266
C -2.394 -1.413 -0.199 0.145
C -0.355 1.843 -0.325 -0.191
N -0.253 2.992 -0.235 0.147
H 2.192 -0.386 -0.524 0.084
H 2.385 -0.542 1.228 0.082
H 2.074 1.060 0.509 0.077
H 0.100 -0.086 1.517 0.118
H -0.133 0.057 -1.399 0.131
H -1.491 0.089 -0.219 0.020
H -2.107 -1.754 -1.218 -0.045
H -1.697 -1.994 0.443 -0.048
```

The calculation puts the frontier orbital gap at 8.44 eV. Its molecular weight is 84.12 g mol⁻¹. As for the HOMO energy: -9.567 eV.

***

(b)
C4H8N2 as an isolated structure, computed with ωB97M-V/def2-TZVPD.

Structure (XYZ):
```
14
Properties=species:S:1:pos:R:3:lowdin_charge:R:1
C -1.429 0.012 1.192 -0.081
N 1.777 -0.743 -0.501 0.012
C 0.047 0.853 -1.400 -0.122
C 0.812 0.325 -0.241 -0.288
C -0.689 -0.460 -0.040 -0.323
N -1.062 0.212 -1.264 0.081
H 1.940 -1.344 0.301 0.070
H 2.687 -0.392 -0.792 0.065
H 0.343 1.634 -2.107 0.107
H 1.148 1.090 0.466 0.123
H -0.701 -1.552 -0.142 0.131
H -1.442 1.103 1.262 0.077
H -2.464 -0.347 1.168 0.074
H -0.966 -0.390 2.098 0.074
```

The calculation puts the frontier orbital gap at 9.93 eV. Its molecular weight is 84.12 g mol⁻¹. As for the HOMO energy: -9.001 eV.

***

So which one is most stable? That would be (b), about 79.7 kcal/mol below the next structure.

***

(a)
A 2-piece molecular cluster, C4H8N2 overall, computed with ωB97M-V/def2-TZVPD.

Structure (XYZ):
```
14
Properties=species:S:1:pos:R:3:lowdin_charge:R:1
C -0.562 1.166 1.276 -0.024
N 0.476 0.753 0.582 -0.057
C 0.538 -0.011 -0.531 -0.389
C -0.694 -0.317 -1.319 -0.070
C 1.826 -0.387 -0.968 -0.226
N 2.884 -0.720 -1.327 0.122
H -1.562 0.972 0.915 0.060
H -0.387 1.688 2.205 0.066
H -0.624 -1.276 1.656 0.057
H 1.384 0.957 0.992 0.168
H -0.226 -1.603 1.111 0.062
H -0.528 -1.204 -1.937 0.086
H -1.551 -0.529 -0.670 0.059
H -0.975 0.510 -1.986 0.087
```

The calculation puts the frontier orbital gap at 8.13 eV. Its molecular weight is 84.12 g mol⁻¹. As for the HOMO energy: -7.600 eV.

***

(b)
A single C4H8N2 molecule, computed with ωB97M-V/def2-TZVPD.

Structure (XYZ):
```
14
Properties=species:S:1:pos:R:3:lowdin_charge:R:1
C -0.676 1.513 -0.115 -0.261
N -1.656 0.686 0.015 0.022
C -1.238 -0.699 0.292 -0.250
C 0.090 -1.065 -0.366 -0.203
C 1.205 -0.129 0.191 -0.238
N 0.657 1.224 0.172 -0.059
H -0.697 2.587 -0.293 0.107
H -1.269 -0.988 1.281 0.079
H -1.914 -1.407 -0.305 0.125
H 0.418 -1.986 0.130 0.105
H -0.027 -1.044 -1.441 0.109
H 2.135 -0.293 -0.543 0.141
H 1.570 -0.454 1.217 0.117
H 1.402 2.054 -0.235 0.206
```

The calculation puts the frontier orbital gap at 9.52 eV. Its molecular weight is 84.12 g mol⁻¹. As for the HOMO energy: -8.759 eV. The SMILES is C1=NCCCN1.

***

(c)
A single C4H8N2 molecule, computed with ωB97M-V/def2-TZVPD.

Structure (XYZ):
```
14
Properties=species:S:1:pos:R:3:lowdin_charge:R:1
C -0.741 0.479 -1.627 -0.165
N -0.153 1.637 -0.966 0.025
C 0.529 0.349 -0.880 -0.291
C 0.385 -0.621 0.264 -0.308
C 0.759 -0.492 1.684 -0.131
N -0.625 -0.265 1.252 0.016
H -0.769 0.453 -2.710 0.095
H -1.603 0.031 -1.126 0.104
H -0.675 1.838 -0.115 0.084
H 1.480 0.332 -1.415 0.133
H 0.375 -1.642 -0.121 0.139
H 1.292 0.375 2.057 0.101
H 0.965 -1.417 2.223 0.102
H -1.217 -1.057 1.482 0.094
```

The calculation puts the frontier orbital gap at 10.37 eV. Its molecular weight is 84.12 g mol⁻¹. As for the HOMO energy: -9.303 eV. The SMILES is C1N[C@H]1[C@H]1CN1.

***

So which one is most stable? That would be (b), about 15.5 kcal/mol below the next structure.